Molecular formula: C15H44O7
Method: DFT, ωB97M-V with the def2-TZVPD basis set

The geometry in ORCA input format:
```
! RIJCOSX wB97M-V def2-TZVPD def2/J DEFGRID3
* xyz 0 1
C 3.37667 -3.55742 -0.27698
C 3.54480 -2.06242 -0.52602
C 4.38334 -1.39701 0.54869
O 4.11442 -1.75147 -1.80467
H 2.90145 -3.64723 0.70233
H 4.32500 -4.08874 -0.31663
H 2.67137 -3.98623 -0.99440
H 2.54238 -1.60430 -0.48647
H 5.39738 -1.79490 0.61688
H 3.86863 -1.50137 1.50247
H 4.49683 -0.32790 0.34595
H 3.61423 -2.19758 -2.49384
C -0.45931 -3.70464 1.10460
C -1.16526 -4.23135 -0.13865
C -1.25198 -3.16760 -1.20477
O -0.46978 -5.32942 -0.69818
H -0.96264 -2.82965 1.51001
H 0.54888 -3.40196 0.80017
H -0.30657 -4.50990 1.82784
H -2.18586 -4.54234 0.12719
H -2.13610 -2.54597 -1.06340
H -1.28278 -3.60696 -2.20170
H -0.38920 -2.49687 -1.19005
H -0.34328 -6.02499 -0.04636
C 2.14054 0.50167 5.27712
C 2.28902 -0.77611 4.46299
C 1.61455 -0.67585 3.10414
O 3.69483 -1.05805 4.27231
H 1.08879 0.75906 5.43387
H 2.67046 1.32713 4.80449
H 2.51965 0.34790 6.29186
H 1.94445 -1.64392 5.02187
H 0.55575 -0.43910 3.25025
H 1.69853 -1.62787 2.57791
H 2.04829 0.09559 2.46682
H 4.17034 -0.22690 4.17683
C -0.62151 5.61909 -4.48155
C -1.57747 4.96088 -3.49859
C -0.89307 4.42669 -2.24021
O -2.63621 5.88038 -3.14278
H -1.06930 5.69674 -5.47311
H 0.27153 5.00111 -4.60195
H -0.33378 6.61613 -4.14862
H -2.13288 4.15818 -3.98090
H -0.85923 5.15782 -1.42932
H 0.16747 4.23108 -2.43476
H -1.34226 3.48354 -1.93640
H -2.26688 6.51381 -2.52038
C 0.17113 0.79154 -0.47815
O -1.03015 0.30560 -1.03742
H 0.12659 0.88490 0.61036
H 0.98356 0.07915 -0.66145
H 0.46394 1.72031 -0.97630
H -1.76566 0.58155 -0.47884
C -3.26882 1.35746 2.32137
O -3.18319 1.16503 0.90034
H -2.70806 0.54639 2.77888
H -2.81114 2.30173 2.61615
H -4.30423 1.29455 2.65476
H -3.62562 1.90555 0.47359
C -4.23307 0.36110 -2.47075
O -4.92000 1.23750 -3.32900
H -4.59826 -0.67891 -2.52691
H -3.20365 0.29327 -2.82162
H -4.22121 0.55981 -1.39310
H -5.84643 1.27276 -3.07778
*
```

Calculated values
Lowest unoccupied orbital energy, eV: 0.36
Energy relative to the best compared isomer or geometry (same formula, charge and spin), kcal per mole: 58.28
Orbital gap, eV: 10.33
Structure (SMILES): CC(C)O.CC(C)O.CC(C)O.CC(C)O.CO.CO.CO
Energy, Ha: -1124.4967

Molecular formula: C13H23B
Method: DFT, ωB97M-V with the def2-TZVPD basis set

The geometry in ORCA input format:
```
! RIJCOSX wB97M-V def2-TZVPD def2/J DEFGRID3
* xyz 0 1
B 0.82775 -0.05730 -0.11623
C 0.72295 2.34729 -1.17261
C 1.22969 1.59835 -0.21850
C 1.65604 -0.60139 1.19747
C 1.59268 -0.76840 -1.41457
C 2.83157 -1.38342 0.70082
C 2.29337 -1.89372 -0.62421
C -3.48350 0.31015 -0.01798
C -2.99851 -0.22987 1.35029
C -3.00544 -0.57290 -1.17844
C -1.47066 -0.02039 1.24466
C -1.43327 -0.52785 -1.26562
C -0.75393 -0.27838 -0.00006
C 2.06227 2.19745 0.86051
H 1.07584 3.45873 -1.31517
H 0.05531 1.93700 -1.95672
H 1.98505 0.26940 1.94155
H 0.91184 -1.32795 1.69002
H 1.02949 -1.09605 -2.25949
H 2.23080 -0.17330 -1.97558
H 3.68618 -0.72482 0.53251
H 3.15538 -2.37043 1.15110
H 1.53590 -2.54383 -0.45012
H 3.02310 -2.36921 -1.36631
H -4.64598 0.32314 0.07116
H -3.18678 1.27378 -0.04772
H -3.23792 0.26518 2.27070
H -3.47820 -1.29338 1.39656
H -3.21100 -1.65234 -0.95756
H -3.54098 -0.08998 -2.12140
H -1.19560 0.97766 1.21559
H -0.80990 -0.54586 1.95492
H -1.34327 -1.57923 -1.67653
H -1.19054 0.24911 -1.97869
H 2.46210 3.22604 0.53039
H 1.40574 2.12777 1.85348
H 2.92631 1.67179 0.95660
*
```

Calculated values
Lowest unoccupied orbital energy, eV: -0.84
Energy relative to the best compared isomer or geometry (same formula, charge and spin), kcal per mole: 65.75
Orbital gap, eV: 7.53
Energy, Ha: -533.7826

Molecular formula: C11H6NO4S5TeV
Method: DFT, ωB97M-V with the def2-TZVPD basis set

The geometry in ORCA input format:
```
! RIJCOSX wB97M-V def2-TZVPD def2/J DEFGRID3
* xyz -2 3
V 1.52921 -0.43103 0.35511
O -0.62545 1.31902 -2.63056
C -0.07728 0.96141 -1.60148
O 0.58885 -0.10966 -1.36637
C -0.12507 1.86120 -0.36236
C -0.71383 3.10624 -0.23484
C -0.62194 3.74875 0.99499
C 0.05097 3.14908 2.05506
C 0.62414 1.90904 1.84354
N 0.51058 1.32211 0.66392
C 1.45030 1.07424 2.82483
O 1.61517 1.47012 3.96715
O 1.88443 -0.00019 2.27248
H -1.22034 3.53667 -1.08775
H -1.07212 4.72568 1.12898
H 0.14557 3.61549 3.02597
S 3.37571 1.19522 -0.36958
S 5.03719 -0.01727 -0.08043
S 4.52817 -1.68581 -1.12411
S 2.80227 -2.35134 -0.11451
Te -0.37629 -2.06199 1.47424
C -1.61519 -2.67184 -0.11554
C -1.34043 -3.55375 -1.12597
C -2.42095 -3.72997 -2.03601
C -3.51173 -2.97761 -1.71180
S -3.22208 -2.09599 -0.27176
H -0.37402 -4.02842 -1.22067
H -2.37803 -4.36891 -2.90885
H -4.44782 -2.91050 -2.24372
*
```

Calculated values
Lowest unoccupied orbital energy (spin up / spin down), eV: 4.43 / 4.43
Energy relative to the best compared isomer or geometry (same formula, charge and spin), kcal per mole: 0.20
<S²>: 2.023
Orbital gap (spin up / spin down), eV: 5.72 / 5.77
Energy, Ha: -3981.7225

Molecular formula: C11H22N4O4
Method: DFT, ωB97M-V with the def2-TZVPD basis set

The geometry in ORCA input format:
```
! RIJCOSX wB97M-V def2-TZVPD def2/J DEFGRID3
* xyz 0 1
N -6.03648 0.32106 0.43321
C -4.85200 0.59332 1.22456
C -3.86596 1.61231 0.68881
C -2.97481 1.10674 -0.49481
C -1.92144 0.14635 -0.02725
C -1.44387 -0.66228 -1.21625
N -2.46272 -1.47763 -1.76665
C -0.12383 -1.45680 -0.86188
O -0.08093 -2.65545 -0.79642
N 1.00376 -0.66407 -0.67759
C 2.15849 -1.26125 -0.07370
C 3.44833 -0.60591 -0.60369
C 3.93911 0.70936 -0.01444
C 2.94787 1.92260 -0.27782
N 3.63624 2.97624 -0.76635
O 1.72746 1.89931 -0.13947
C 2.17156 -1.18639 1.45210
O 2.55414 -2.10527 2.08568
O 1.53824 -0.13419 1.97285
H -5.85614 0.09067 -0.49976
H -6.76338 0.98458 0.57713
H -4.27447 -0.39896 1.51267
H -5.26846 1.00358 2.17474
H -4.26911 2.59416 0.51632
H -3.26520 1.63338 1.75701
H -2.38379 1.88480 -0.93761
H -3.63053 0.72338 -1.27488
H -2.19907 -0.47763 0.90087
H -1.11261 0.80794 0.26352
H -1.04488 0.01022 -2.09774
H -2.07371 -2.39084 -1.50827
H -2.38227 -1.28835 -2.76028
H 1.05770 0.41995 -0.66154
H 2.15960 -2.32543 -0.25108
H 3.19353 -0.34617 -1.57782
H 4.39294 -1.23727 -0.52225
H 4.11611 0.70798 0.99189
H 4.82592 0.88188 -0.60169
H 3.23291 3.83642 -1.04424
H 4.61737 3.02711 -0.56690
H 1.13003 0.22588 1.29656
*
```

Calculated values
Lowest unoccupied orbital energy, eV: 0.30
Energy relative to the best compared isomer or geometry (same formula, charge and spin), kcal per mole: 65.96
Orbital gap, eV: 8.95
Structure (SMILES): NCCCC[C@H](N)C(=O)N[C@@H](CCC(N)=O)C(=O)O
Energy, Ha: -952.3084